{"formula": "C42H98N4O9", "method": "ωB97M-V/def2-TZVPD", "homo_ev": -7.5, "de_lowest_kj_mol": 96.6, "total_energy_ev": -69524.33014, "lumo_ha": -0.00034, "smiles": "CC1(C)CCCC(C)(C)N1O.CC1(C)CCCC(C)(C)N1O.CC1(C)CCCC(C)(C)N1O.CC1(C)CCCC(C)(C)N1O.CC(C)O.CC(C)O.O.O.O", "species": ["C", "C", "C", "C", "C", "C", "C", "C", "C", "N", "O", "H", "H", "H", "H", "H", "H", "H", "H", "H", "H", "H", "H", "H", "H", "H", "H", "H", "H", "H", "C", "C", "C", "C", "C", "C", "C", "C", "C", "N", "O", "H", "H", "H", "H", "H", "H", "H", "H", "H", "H", "H", "H", "H", "H", "H", "H", "H", "H", "H", "C", "C", "C", "C", "C", "C", "C", "C", "C", "N", "O", "H", "H", "H", "H", "H", "H", "H", "H", "H", "H", "H", "H", "H", "H", "H", "H", "H", "H", "H", "C", "C", "C", "C", "C", "C", "C", "C", "C", "N", "O", "H", "H", "H", "H", "H", "H", "H", "H", "H", "H", "H", "H", "H", "H", "H", "H", "H", "H", "H", "C", "C", "C", "O", "H", "H", "H", "H", "H", "H", "H", "H", "C", "C", "C", "O", "H", "H", "H", "H", "H", "H", "H", "H", "O", "H", "H", "O", "H", "H", "O", "H", "H"], "coordinates": [[-0.596, -3.923, -1.012], [0.001, -4.718, -2.185], [1.374, -5.175, -1.722], [-0.787, -6.041, -2.541], [-2.019, -5.775, -3.318], [-1.696, -4.909, -4.643], [-0.920, -3.608, -4.295], [-0.445, -2.990, -5.596], [-1.889, -2.616, -3.683], [0.181, -3.872, -3.373], [1.169, -2.927, -3.236], [-1.556, -3.517, -1.331], [-0.710, -4.604, -0.169], [-0.098, -3.030, -0.634], [1.808, -5.752, -2.538], [2.025, -4.323, -1.529], [1.380, -5.809, -0.836], [-0.169, -6.655, -3.197], [-1.057, -6.570, -1.627], [-2.410, -6.748, -3.614], [-2.805, -5.353, -2.692], [-2.682, -4.652, -5.032], [-1.093, -5.558, -5.279], [0.513, -3.497, -5.717], [-0.076, -1.964, -5.571], [-1.140, -3.166, -6.417], [-1.375, -1.822, -3.141], [-2.603, -3.038, -2.977], [-2.495, -2.174, -4.474], [0.763, -2.175, -2.799], [-3.298, 0.996, 0.249], [-4.007, -0.349, 0.159], [-3.253, -1.285, -0.768], [-3.929, -1.120, 1.505], [-4.941, -0.565, 2.490], [-6.391, -0.651, 1.868], [-6.523, 0.070, 0.476], [-7.868, -0.350, -0.121], [-6.717, 1.552, 0.801], [-5.420, -0.268, -0.421], [-5.515, 0.358, -1.727], [-3.123, 1.352, -0.767], [-3.799, 1.839, 0.726], [-2.352, 0.962, 0.790], [-3.066, -0.853, -1.751], [-2.399, -1.698, -0.229], [-3.855, -2.167, -0.985], [-4.119, -2.185, 1.377], [-2.997, -1.096, 2.070], [-4.879, -1.170, 3.395], [-4.724, 0.468, 2.762], [-6.968, -0.224, 2.688], [-6.584, -1.719, 1.764], [-8.563, -0.091, 0.677], [-7.988, -1.407, -0.362], [-8.027, 0.193, -1.053], [-5.873, 2.094, 1.228], [-7.467, 1.707, 1.578], [-6.868, 1.975, -0.192], [-5.227, 1.255, -1.543], [-0.674, 1.833, -2.727], [0.795, 1.596, -3.065], [0.808, 0.980, -4.480], [1.448, 2.969, -3.178], [2.896, 2.862, -3.309], [3.513, 2.063, -2.166], [2.914, 0.654, -1.942], [3.581, -0.224, -3.062], [3.326, 0.221, -0.558], [1.479, 0.836, -2.002], [0.858, -0.350, -1.701], [-1.222, 0.895, -2.641], [-0.845, 2.386, -1.804], [-1.225, 2.476, -3.412], [1.774, 1.004, -4.985], [0.570, -0.078, -4.369], [0.138, 1.460, -5.193], [1.038, 3.666, -3.908], [1.166, 3.517, -2.279], [3.182, 2.488, -4.292], [3.314, 3.864, -3.407], [3.440, 2.724, -1.303], [4.587, 1.975, -2.335], [2.972, -1.100, -3.283], [4.620, -0.510, -2.896], [3.480, 0.234, -4.046], [2.792, 0.786, 0.206], [4.327, 0.627, -0.414], [3.181, -0.834, -0.325], [0.699, -0.182, -0.769], [-1.643, 4.520, 3.283], [-0.123, 4.211, 3.388], [0.330, 4.325, 4.869], [0.182, 2.752, 3.084], [0.150, 2.461, 1.584], [1.243, 3.302, 0.934], [1.066, 4.869, 1.168], [2.444, 5.465, 0.848], [-0.061, 5.338, 0.154], [0.669, 5.115, 2.552], [0.565, 6.501, 2.823], [-2.321, 3.700, 3.519], [-1.872, 5.490, 3.725], [-1.973, 4.720, 2.263], [-0.078, 3.537, 5.502], [1.405, 4.366, 5.042], [-0.035, 5.275, 5.261], [0.975, 2.306, 3.685], [-0.684, 2.175, 3.406], [0.473, 1.435, 1.409], [-0.858, 2.602, 1.194], [0.983, 3.086, -0.102], [2.221, 2.865, 1.134], [2.293, 6.527, 0.654], [2.806, 5.107, -0.116], [3.134, 5.272, 1.669], [-0.727, 4.487, 0.011], [0.314, 5.752, -0.782], [-0.686, 6.052, 0.691], [1.397, 6.707, 3.255], [5.459, -2.623, 2.006], [4.105, -3.286, 1.816], [4.073, -4.768, 2.300], [3.181, -2.516, 2.541], [6.260, -3.083, 1.428], [5.806, -2.551, 3.037], [5.459, -1.569, 1.726], [3.934, -3.292, 0.739], [4.185, -4.823, 3.383], [4.911, -5.213, 1.764], [3.225, -5.255, 1.817], [3.522, -1.627, 2.415], [4.054, 1.616, 4.703], [3.762, 1.519, 3.198], [4.945, 1.977, 2.315], [3.349, 0.247, 2.914], [3.282, 1.228, 5.368], [4.343, 2.644, 4.922], [5.000, 1.086, 4.815], [2.945, 2.204, 2.971], [5.861, 1.391, 2.398], [5.098, 3.032, 2.539], [4.827, 1.882, 1.236], [2.627, -0.002, 3.497], [-0.753, -3.475, 2.715], [-1.622, -3.775, 2.450], [-0.317, -4.263, 3.040], [0.308, -1.124, 1.184], [-0.092, -1.636, 1.887], [1.247, -1.158, 1.367], [1.234, -0.801, 4.368], [0.635, -0.168, 4.764], [0.764, -1.634, 4.409]], "forces_ev_per_a": [[-1.3, -0.2, -0.2], [0.6, 0.1, 0.7], [0.9, -0.1, -0.5], [0.6, 1.6, 0.2], [-0.5, 0.6, -1.6], [0.0, -0.8, 2.8], [-1.1, 0.7, 0.5], [1.9, -0.6, 0.1], [-1.1, 0.4, 0.3], [-0.1, -3.1, -1.0], [-0.1, 0.6, -0.4], [-0.3, -0.4, 0.4], [-0.2, 0.1, 0.2], [0.8, -0.2, -0.3], [0.3, 0.0, 0.0], [0.0, 0.0, 0.0], [-0.4, 0.0, 0.1], [0.5, -0.1, 0.4], [0.4, -0.1, 0.1], [-0.2, 0.0, -0.3], [0.0, 0.5, -0.1], [0.3, 0.1, -0.6], [-0.2, 0.2, -0.3], [0.0, -0.4, -1.0], [-0.7, 0.3, 0.3], [0.1, 0.1, 0.1], [0.1, 0.2, -0.2], [0.1, -0.2, 0.0], [0.0, 0.3, 0.0], [0.0, 0.7, 0.5], [0.1, 0.8, -0.2], [0.0, -0.7, -0.5], [-0.1, -0.3, -0.6], [-1.5, 0.8, 0.9], [-1.1, -0.4, -0.9], [2.4, -0.3, 0.3], [-0.5, -0.2, 1.7], [0.3, 0.0, 0.0], [1.1, 0.5, -0.4], [0.5, -1.1, 1.1], [0.4, -0.5, 1.8], [0.4, 0.0, -0.1], [-0.6, -0.3, 0.2], [0.2, -0.5, -0.3], [0.6, 0.1, 0.2], [0.6, 0.5, -0.5], [-0.4, 0.0, 0.2], [-0.3, -0.1, -0.4], [0.7, 0.5, -0.9], [-0.3, 0.1, 0.2], [0.1, 0.1, 0.0], [-0.9, 0.1, -0.7], [-0.3, 0.0, 0.0], [-0.6, 0.0, -0.5], [0.4, -0.1, 0.2], [-0.3, 0.2, 0.2], [0.5, -0.4, -0.1], [-0.6, 0.0, -0.7], [-0.8, 0.8, 0.4], [0.1, 0.6, -0.3], [-0.7, -0.2, 0.8], [-0.5, 0.9, -1.6], [0.5, -1.0, 0.0], [-1.2, 0.6, 1.1], [1.8, 0.3, -0.7], [0.4, 0.9, -0.2], [1.2, 1.3, -1.6], [-1.6, -0.4, -0.4], [-0.1, 0.5, 0.6], [0.3, 1.8, -0.6], [-0.9, -1.1, 0.2], [0.0, -0.1, 0.0], [0.5, -0.2, 0.6], [0.5, -0.2, -0.7], [0.2, 0.1, 0.3], [-0.3, -0.1, -0.3], [-0.4, 0.0, 0.4], [-0.3, -0.7, -0.7], [0.4, 0.0, 0.6], [-0.1, -0.6, -0.1], [0.3, 0.2, 0.6], [-0.3, -0.3, 0.5], [0.1, -0.2, -0.1], [0.2, -0.6, 0.7], [-0.1, 0.1, 0.3], [0.5, 0.6, 0.2], [-0.5, 0.1, -0.1], [0.4, -0.9, 0.0], [0.4, -0.1, -0.2], [-0.7, -0.9, 0.4], [0.0, 0.4, -1.1], [0.0, 0.1, 1.1], [-0.5, 1.4, 0.2], [-2.0, -1.0, -1.1], [2.1, -0.1, 1.2], [-2.0, 0.6, -0.7], [-0.3, -1.9, -1.1], [-1.1, 0.9, -0.2], [0.3, -0.2, 1.5], [1.7, -0.8, 0.0], [-0.7, -0.5, 0.0], [0.2, 0.1, 1.0], [-0.1, -0.3, 0.7], [0.6, -0.1, -0.6], [-0.2, -0.1, -0.2], [0.2, -0.3, -0.5], [-0.1, 0.1, 0.2], [0.6, 0.4, -0.5], [-0.3, 0.1, 0.7], [-0.5, -0.3, 0.0], [0.1, 0.2, -0.1], [0.9, 0.5, -0.6], [0.1, 0.4, 0.3], [0.4, 0.3, 0.5], [0.1, -0.5, 0.2], [0.1, 0.1, -0.2], [0.1, 0.0, -0.5], [0.0, -0.2, 0.0], [0.2, 0.5, -0.3], [0.1, 0.1, 0.1], [1.0, 0.2, 0.1], [1.0, -1.0, 0.8], [0.5, 1.4, -1.6], [-0.7, -0.2, -0.4], [-0.1, -0.2, -0.1], [-0.2, -0.6, 0.3], [-0.4, 0.1, -0.5], [-0.5, 0.1, -0.2], [-0.3, -0.3, -0.2], [0.3, -0.3, 0.4], [-0.4, -0.1, 0.8], [-0.4, 0.7, 0.4], [1.5, 0.6, -1.0], [0.2, 1.5, 0.4], [-0.1, -0.3, 0.1], [0.1, -1.8, -1.3], [0.0, 0.1, -0.2], [-0.5, 0.2, 0.4], [-0.1, -0.5, 0.5], [-0.1, 0.3, -0.1], [0.2, 0.0, 1.0], [0.4, 0.0, 0.0], [-1.0, 0.2, 0.0], [-0.4, -0.3, 0.2], [0.0, 0.3, 0.2], [-0.3, 0.0, -0.2], [0.3, -0.2, 0.0], [-0.2, 0.5, -0.5], [-0.1, -0.4, 0.2], [0.4, -0.1, 0.2], [0.0, 0.2, 0.1], [-0.2, 0.3, 0.1], [0.0, -0.4, -0.2]], "lowdin_charge": [-0.023, -0.477, -0.052, -0.145, -0.185, -0.078, -0.522, -0.035, -0.049, -0.130, -0.004, 0.045, 0.079, 0.071, 0.085, 0.075, 0.082, 0.118, 0.120, 0.103, 0.101, 0.115, 0.116, 0.089, 0.068, 0.091, 0.073, 0.060, 0.094, 0.054, -0.020, -0.458, -0.055, -0.157, -0.181, -0.110, -0.529, -0.042, -0.048, -0.067, 0.006, 0.072, 0.070, 0.076, 0.074, 0.074, 0.092, 0.118, 0.114, 0.105, 0.104, 0.111, 0.113, 0.084, 0.086, 0.079, 0.064, 0.088, 0.081, 0.075, -0.032, -0.475, -0.016, -0.173, -0.202, -0.127, -0.480, 0.003, -0.023, -0.092, -0.010, 0.070, 0.068, 0.092, 0.066, 0.065, 0.091, 0.133, 0.101, 0.105, 0.117, 0.106, 0.121, 0.067, 0.089, 0.061, 0.068, 0.078, 0.090, 0.073, -0.016, -0.481, -0.039, -0.151, -0.166, -0.130, -0.454, -0.032, -0.007, -0.118, 0.003, 0.079, 0.081, 0.065, 0.084, 0.081, 0.072, 0.098, 0.110, 0.094, 0.096, 0.083, 0.094, 0.077, 0.076, 0.084, 0.058, 0.079, 0.069, 0.100, -0.060, -0.492, -0.034, -0.055, 0.081, 0.087, 0.067, 0.124, 0.083, 0.072, 0.066, 0.027, -0.031, -0.511, -0.027, -0.060, 0.078, 0.077, 0.081, 0.095, 0.080, 0.081, 0.049, 0.035, -0.034, 0.042, 0.050, -0.043, -0.005, 0.015, -0.021, 0.054, 0.051]}